[1]
C21H28F2N | the ωB97M-V functional and the def2-TZVPD basis

Atoms and positions in Å:
C: -4.18468 -2.39701 -3.98704
C: -3.90026 -1.43734 -2.89108
C: -3.72570 -1.87598 -1.57895
F: -3.72490 -3.23439 -1.37478
C: -3.53400 -1.03088 -0.50191
C: -3.26391 0.35421 -0.74307
C: -2.79367 1.29423 0.21558
C: -2.63801 1.13343 1.62691
C: -2.28391 -0.08992 2.27506
C: -2.20143 -0.12140 3.65650
F: -2.09184 -1.33267 4.29484
C: -2.25732 1.00930 4.46845
C: -2.03295 0.91230 5.93411
C: -2.57410 2.21918 3.83854
C: -2.76402 2.28028 2.47036
C: -3.49394 0.80952 -2.07827
C: -3.84078 -0.05126 -3.10064
H: -4.42517 -1.83596 -4.89181
H: -3.33540 -3.05360 -4.21105
H: -5.04520 -3.03625 -3.76103
H: -3.58887 -1.40838 0.51510
H: -2.62200 2.30726 -0.17039
H: -2.04471 -0.96385 1.67569
H: -2.03584 1.91662 6.36158
H: -2.83053 0.34607 6.42753
H: -1.08063 0.43776 6.19703
H: -2.63069 3.11535 4.46150
H: -2.99982 3.24177 2.00959
H: -3.40091 1.87700 -2.28414
H: -4.05839 0.31898 -4.10527
C: 1.18877 -0.12762 -3.88391
C: 0.18529 0.36792 -2.85072
C: 0.78445 1.53066 -2.06730
N: -0.08610 2.08604 -1.03658
C: 0.56782 3.21571 -0.39066
C: -0.26609 3.90582 0.68307
C: 0.49077 5.09189 1.26395
H: 0.80135 -0.97321 -4.45555
H: 1.43757 0.66985 -4.59195
H: 2.12064 -0.44662 -3.40534
H: -0.72988 0.72553 -3.33687
H: -0.09712 -0.43905 -2.16147
H: 1.74819 1.21725 -1.61385
H: 1.01171 2.35136 -2.77029
H: -0.32052 1.36915 -0.34787
H: 1.53622 2.89365 0.04739
H: 0.79584 3.94792 -1.18552
H: -1.20784 4.23424 0.22348
H: -0.51499 3.18682 1.47384
H: -0.09241 5.59829 2.03702
H: 1.43570 4.76616 1.71151
H: 0.72174 5.82320 0.48242

DFT total energy (a.u.): -1071.21303
Frontier orbital gap (eV): 5.76
LUMO energy (hartree): -0.216
Total charge: +1

=====

[2]
C35H47N6OS2Si2TcTe2 | the ωB97M-V functional and the def2-TZVPD basis

Atoms and positions in Å:
Tc: 0.17601 -0.19250 -0.26824
C: -4.98890 1.53821 -1.37444
N: -4.02396 1.07931 -0.38258
C: -4.27908 1.36048 1.02322
C: -2.83955 0.52719 -0.73209
N: -1.85126 0.37595 0.07935
N: -2.75948 0.12543 -2.05874
C: -1.78888 -0.62723 -2.68361
N: -2.13987 -1.04931 -3.92070
N: -0.65064 -0.90523 -2.14485
H: -5.67042 2.23594 -0.89900
H: -5.58690 0.71721 -1.78334
H: -4.49775 2.07823 -2.18626
H: -5.34310 1.53097 1.15409
H: -3.73635 2.24362 1.37276
H: -4.00390 0.50420 1.64060
H: -2.02990 0.70659 1.01552
H: -3.60756 0.23223 -2.58702
H: -3.00842 -0.79485 -4.35543
H: -1.46729 -1.52297 -4.49700
H: -0.07789 -1.49847 -2.73382
C: 5.45132 -1.90386 -3.42071
Si: 4.60228 -0.23116 -3.25006
C: 5.74283 1.21007 -3.64242
C: 3.07168 -0.15837 -4.36043
C: 4.05004 -0.08066 -1.43062
Te: 2.45439 -1.44848 -1.01261
C: 3.40223 -2.51469 0.57737
Si: 3.86992 -1.60144 2.20177
C: 4.21442 0.23157 1.93916
C: 2.43150 -1.85104 3.38751
C: 5.45654 -2.44855 2.76951
H: 5.70172 -2.12188 -4.46012
H: 4.81185 -2.71087 -3.05529
H: 6.37963 -1.92650 -2.84549
H: 6.13192 1.13445 -4.65946
H: 6.59471 1.23137 -2.95981
H: 5.21645 2.16215 -3.55171
H: 3.33919 -0.23674 -5.41604
H: 2.53734 0.78325 -4.22272
H: 2.38632 -0.97854 -4.13022
H: 3.71975 0.92612 -1.17367
H: 4.86697 -0.35353 -0.76183
H: 4.27902 -2.97132 0.11502
H: 2.69989 -3.31747 0.81191
H: 3.40013 0.71315 1.39864
H: 5.14849 0.40974 1.40307
H: 4.29732 0.72411 2.91161
H: 1.48376 -1.70944 2.86598
H: 2.47153 -1.13214 4.20885
H: 2.43738 -2.85290 3.82316
H: 6.24970 -2.33714 2.02704
H: 5.30483 -3.51692 2.93677
H: 5.81775 -2.01602 3.70500
N: -2.87900 -9.23129 2.62863
C: -2.45743 -8.18315 2.41738
C: -1.94955 -6.87699 2.13046
C: -0.60205 -6.69624 1.82013
C: -0.13173 -5.43888 1.49707
C: -0.99928 -4.34216 1.47211
C: -2.34401 -4.52909 1.81433
C: -2.81791 -5.78388 2.13677
C: -0.54939 -3.05472 1.05576
C: -0.19910 -1.95483 0.66633
H: 0.06387 -7.54825 1.82985
H: 0.91137 -5.29217 1.25166
H: -3.00734 -3.67485 1.81513
H: -3.85785 -5.93538 2.39192
C: -0.92043 3.01539 8.67786
C: 0.31732 2.34325 9.19863
O: 0.39058 1.74262 10.22560
S: 1.86655 2.66439 8.26650
C: 1.42972 2.27099 6.60149
C: 0.52983 1.24895 6.29239
C: 0.28893 0.91777 4.97449
C: 0.96590 1.57299 3.93600
C: 1.86297 2.59691 4.25569
C: 2.09120 2.94051 5.57342
C: 0.77707 1.12759 2.60218
C: 0.63888 0.63617 1.48996
H: -1.79711 2.44722 8.98719
H: -0.91246 3.15816 7.60215
H: -0.96617 3.99559 9.15774
H: 0.04331 0.69534 7.08457
H: -0.40294 0.12136 4.73185
H: 2.38123 3.11288 3.45780
H: 2.79028 3.72925 5.82055
Te: 0.61718 1.95673 -1.86824
C: 1.78276 3.49500 -1.10084
C: 2.05981 4.67303 -1.73740
C: 2.88440 5.53445 -0.97418
C: 3.22920 4.99531 0.22712
S: 2.54248 3.44121 0.44897
H: 1.68118 4.91263 -2.72164
H: 3.20895 6.50886 -1.30871
H: 3.85089 5.42579 0.99630

Multiplicity: 4
Energy relative to the best compared isomer or geometry (same formula, charge and spin) (kJ/mol): 31.5
DFT total energy (a.u.): -3757.63427
Frontier orbital gap (alpha / beta) (eV): 7.47 / 5.56
LUMO energy (alpha / beta) (hartree): -0.091 / -0.155
Total charge: +1
⟨S²⟩: 3.82